# C11H19N2OP

One molecule with the formula C11H19N2OP at a distorted geometry (ωB97M-V/def2-TZVPD, OMol25).

Results
ΔE to the lowest compared entry with this formula, charge and spin ... 104.1 kcal per mole
Strongest force on any atom ... 0.1216 hartree/bohr
SMILES string ... CCC(CC)=N[P@](N)(=O)[C@@H]1C=CC=CC1
Frontier orbital gap ... 8.9301 eV

Last column: Löwdin charge in e.
Element x y z (Å)
C (-2.06777, -2.51414, -1.28629)  -0.066
C (-2.88883, -1.59855, -0.30910)  -0.163
C (-2.15301, -0.27761, 0.00915)  -0.321
C (-2.62283, 0.69162, 1.06106)  -0.164
C (-3.23281, 1.95763, 0.34105)  -0.047
N (-1.00019, -0.12707, -0.50681)  -0.009
P (0.02949, 1.20265, -0.38149)  0.549
N (0.27192, 1.92830, 1.15923)  -0.051
O (-0.20063, 2.24538, -1.35896)  -0.300
C (1.73484, 0.29414, -0.49280)  -0.334
C (1.90195, -0.88498, 0.45975)  -0.144
C (3.04080, -1.41334, 0.93999)  -0.130
C (4.31965, -1.01610, 0.38330)  -0.119
C (4.26814, -0.01408, -0.50834)  -0.104
C (3.13449, 0.95105, -0.69574)  -0.200
H (-0.93045, -2.33847, -0.95745)  0.113
H (-2.32453, -2.17091, -2.21620)  0.030
H (-2.43929, -3.52409, -1.15501)  0.063
H (-3.88046, -1.34883, -0.47663)  0.089
H (-2.97817, -2.06961, 0.60884)  0.082
H (-1.77240, 0.92280, 1.54171)  0.017
H (-3.38058, 0.21362, 1.84893)  0.160
H (-4.27477, 1.80017, -0.11683)  0.111
H (-2.62534, 2.30234, -0.34565)  -0.009
H (-3.48756, 2.66474, 1.05102)  0.044
H (0.54135, 2.86433, 0.89715)  0.052
H (0.92360, 1.36239, 1.65485)  0.029
H (1.61029, -0.28657, -1.51126)  0.150
H (0.88029, -1.29144, 0.73442)  0.098
H (3.14739, -2.36879, 1.61922)  0.135
H (5.05479, -1.70530, 0.72644)  0.088
H (5.19121, 0.35692, -1.15548)  0.139
H (3.06658, 1.32904, -1.63204)  0.058
H (3.14286, 1.86272, 0.06998)  0.154